Record 1
15
Properties=species:S:1:pos:R:3:forces:R:3 method="wB97M-V/def2-TZVPD" e_tot_ev=-15351.2448 charge=+1 smiles="C[C@H]1C[NH+]=C(I)N1" fmax_ha_per_bohr=0.110 e_homo_ev=-14.39
C -1.82778 0.75203 -0.27469 0.923 0.713 2.605
C -0.62960 -0.17854 -0.19898 -0.051 0.605 0.195
C 0.58563 0.21035 -1.01962 1.339 -2.099 0.703
N 1.72513 -0.02855 -0.09945 2.275 -0.304 -0.614
C 1.33498 -0.60485 0.99081 -3.512 0.144 1.858
I 2.63013 -1.31701 2.42432 -0.306 0.081 -0.142
N -0.09863 -0.55220 1.13293 4.881 1.810 -2.180
H -2.29903 0.67157 -1.23651 -0.207 0.372 -0.287
H -1.51921 1.76138 0.08366 -0.221 -0.307 -1.048
H -2.51085 0.48914 0.54800 -0.207 -0.353 -0.613
H -0.92501 -1.08836 -0.56246 -1.089 -2.329 -1.294
H 0.76765 -0.38018 -1.91381 -0.347 -0.113 -0.051
H 0.67307 1.18514 -1.25081 -0.353 3.531 -1.026
H 2.77780 0.16373 -0.32974 -2.858 -0.603 0.592
H -0.68428 -1.08363 1.70634 -0.267 -1.148 1.302



Record 2
15
Properties=species:S:1:pos:R:3:forces:R:3 method="wB97M-V/def2-TZVPD" e_tot_ev=-15346.7991 charge=+1 fmax_ha_per_bohr=0.096 e_homo_ev="-13.50 / -13.58"
C -1.05125 -0.75207 -1.49380 -2.548 -1.567 3.792
C 1.28020 1.24332 0.38357 3.157 -0.623 1.841
C -1.04138 -0.02260 -0.08627 1.281 -0.990 -1.436
C 0.36596 0.04970 0.40345 -2.336 3.916 1.867
N 1.39574 -2.09249 0.30406 0.201 -0.385 0.297
N 0.94310 -1.09533 0.46098 1.903 -3.371 -0.028
I -0.23978 0.03712 3.52568 0.307 -0.204 -1.392
H -1.92158 -0.30200 -1.85464 -1.217 0.509 -1.507
H -0.21845 -0.51428 -2.03692 2.018 0.190 -1.623
H -1.33966 -1.82959 -1.33872 0.981 0.910 -0.487
H 1.40821 1.55540 1.46339 0.144 -0.405 -1.073
H 2.34691 0.94190 0.04554 -1.703 0.311 0.515
H 1.10595 2.19774 -0.06241 -1.279 0.071 -1.024
H -1.24659 0.96705 -0.30136 -0.751 2.149 -0.199
H -1.78738 -0.38383 0.58746 -0.156 -0.510 0.458



Record 3
19
Properties=species:S:1:pos:R:3:forces:R:3 method="wB97M-V/def2-TZVPD" e_tot_ev=-33446.3246 charge=-1 fmax_ha_per_bohr=0.066 e_homo_ev=-2.16
O -2.20199 -0.78131 -1.78115 0.132 -0.147 -0.274
S -1.47327 -1.17400 -0.60974 -0.884 0.353 0.071
O -0.77783 -2.65154 -0.99044 0.548 0.373 0.049
I 0.64701 -2.62643 -2.39629 -0.181 -0.137 0.018
O -0.21654 -0.22774 -0.50551 0.614 -1.177 -0.046
C 0.29529 -0.09164 0.81853 0.886 -1.372 0.012
C 1.34026 -1.17694 1.06915 -0.456 1.420 1.360
C 2.26856 -0.90326 2.22721 1.463 -0.607 -3.001
O 2.64323 -0.85460 0.75450 0.077 -0.797 -0.354
H -0.47990 -0.23991 1.57182 -0.213 0.455 -0.114
H 0.82325 0.85020 0.91587 -0.564 0.383 -0.270
H 1.03286 -2.21447 0.93516 0.073 0.050 -0.084
H 2.65015 0.08495 2.43852 -0.932 0.083 1.364
H 2.79287 -1.79237 2.55498 -0.159 0.250 0.962
C -1.85416 2.74375 -1.38282 -0.268 0.393 -0.164
O -1.13034 1.91278 -0.61515 -0.380 0.755 0.237
H -2.83848 2.33842 -1.74550 0.035 -0.147 0.072
H -2.15727 3.72851 -0.91910 0.071 -0.044 0.119
H -1.36370 3.07562 -2.34005 0.138 -0.088 0.043



Record 4
15
Properties=species:S:1:pos:R:3:forces:R:3 method="wB97M-V/def2-TZVPD" e_tot_ev=-8577.2798 charge=-1 fmax_ha_per_bohr=0.026 e_homo_ev=-2.85
C -1.24869 1.40747 -1.16742 0.140 -0.096 -0.306
O -0.98220 0.52380 -2.19054 0.210 -0.037 0.225
C -0.78575 0.87433 0.19217 -0.200 -0.207 0.471
O 0.59628 0.60690 0.15404 0.811 -0.781 0.730
Li 0.41382 -0.50252 -1.55654 -0.221 0.047 0.554
H -2.33652 1.64076 -1.06179 0.098 -0.045 0.018
H -0.74941 2.39721 -1.31910 -0.078 -0.124 0.070
H -1.34338 -0.06274 0.40158 0.065 0.188 -0.082
H -1.02931 1.59515 1.00048 0.024 -0.074 -0.098
C 1.14576 -0.66078 1.09174 -0.484 0.364 -1.001
C 1.13706 -1.89888 0.30371 0.092 0.042 0.285
H 0.49789 -0.63250 1.98452 0.009 0.225 -0.426
H 2.15010 -0.29520 1.35031 -0.382 0.129 -0.199
H 0.39963 -2.64627 0.63618 0.217 0.238 -0.196
H 2.13474 -2.34673 0.18066 -0.301 0.132 -0.043



Record 5
17
Properties=species:S:1:pos:R:3:forces:R:3 method="wB97M-V/def2-TZVPD" s2=6.010 e_tot_ev=-31121.6937 charge=+2 spin_multiplicity=5 fmax_ha_per_bohr=0.387 e_homo_ev="-15.67 / -18.06"
O -2.09815 -1.29635 -2.44653 -11.034 -0.276 -13.947
Mg -3.05262 0.27007 -2.07688 -1.603 2.478 -0.788
Nd -1.14409 -1.19857 -1.17723 13.188 -4.257 14.267
O -1.70720 0.87664 -0.84759 -2.072 0.498 -1.708
O 0.22252 -0.27683 0.51665 0.127 0.718 0.644
C 1.52788 -0.78871 0.81480 0.283 -0.183 0.479
C 0.08484 1.14332 0.67772 0.399 0.424 0.130
C 1.87678 -1.83974 -0.16434 0.375 0.013 -0.820
C -1.34450 1.52599 0.32977 0.353 1.030 1.719
H 1.51404 -1.17982 1.85019 0.088 0.134 -0.309
H 2.25557 0.03763 0.79225 -0.084 -0.183 -0.045
H 0.78718 1.62520 -0.02148 -0.132 -0.027 0.248
H 0.34169 1.41832 1.71057 -0.150 0.105 -0.286
H 1.22135 -2.10192 -1.01666 0.540 0.025 0.571
H -2.02662 1.25384 1.15424 0.190 0.006 -0.303
H -1.38574 2.62376 0.23149 -0.035 -0.387 -0.070
H 2.92706 -2.09284 -0.32697 -0.431 -0.117 0.218



Record 6
13
Properties=species:S:1:pos:R:3:forces:R:3 method="wB97M-V/def2-TZVPD" e_tot_ev=-5758.3910 charge=+1 smiles="C[N@@H+]1C=CC1" fmax_ha_per_bohr=0.065 e_homo_ev=-15.40
C 1.56793 0.10649 0.24255 -0.028 0.951 -0.799
N 0.27169 0.18870 -0.46253 0.411 -2.037 -0.526
C -0.86076 1.07829 -0.14370 -0.122 -2.329 1.063
C -1.65911 0.06193 0.24555 0.782 2.502 -1.511
C -0.63079 -0.97516 0.04253 -1.533 0.330 -2.978
H 1.36656 -0.04124 1.30298 0.442 0.651 0.003
H 2.00891 -0.83556 -0.16041 0.282 1.062 0.272
H 1.98112 1.08294 -0.12916 0.963 -1.195 1.271
H 0.60105 0.25606 -1.46485 -1.352 -0.690 0.901
H -0.69911 2.10800 -0.16150 -0.477 1.547 -0.140
H -2.68867 0.02895 0.41704 -1.250 -0.131 0.778
H -0.37197 -1.31992 0.99535 1.289 -1.011 1.030
H -0.88683 -1.73947 -0.72387 0.591 0.348 0.635



Record 7
13
Properties=species:S:1:pos:R:3:forces:R:3 method="wB97M-V/def2-TZVPD" e_tot_ev=-5757.5147 charge=+1 fmax_ha_per_bohr=0.105 e_homo_ev=-15.40
C 0.61907 0.57119 1.48733 -0.048 0.987 1.460
C 0.17816 1.42701 0.58293 0.980 -2.023 1.267
C 0.27884 0.05489 0.17314 -1.730 0.698 -0.308
C 0.86620 -0.45756 -1.07972 3.524 -0.619 -0.038
N -1.43878 -0.61628 0.13518 1.358 2.714 -4.471
H 0.87880 0.52756 2.62189 -0.228 -0.456 -2.515
H -0.07262 2.39283 0.29531 -0.344 1.452 -0.396
H 0.66141 -0.02078 -2.04031 -1.035 0.480 -0.057
H 1.07055 -1.49880 -1.21537 -1.316 -1.274 0.223
H 1.97749 -0.32635 -1.05331 -0.500 0.989 0.514
H -2.01737 0.17411 -0.33688 0.889 -1.773 1.829
H -1.65284 -0.91247 1.03481 -1.121 -0.713 1.687
H -1.34891 -1.31536 -0.60500 -0.429 -0.460 0.804



Record 8
13
Properties=species:S:1:pos:R:3:forces:R:3 method="wB97M-V/def2-TZVPD" s2=2.007 e_tot_ev=-5752.2475 charge=+1 spin_multiplicity=3 fmax_ha_per_bohr=0.105 e_homo_ev="-13.76 / -16.67"
C -2.77331 -0.19349 0.72057 -3.582 -1.540 3.144
C -1.80275 0.15296 0.10625 3.685 1.684 -3.539
C 1.09653 -0.42800 0.73210 2.369 3.013 0.827
C 0.99061 -0.08022 -0.72624 1.499 4.372 2.471
N -0.23184 0.67453 -0.99433 2.203 1.018 -1.554
H -3.08559 -0.36771 1.69282 -1.592 -0.593 1.322
H 2.14170 -0.72361 0.92795 -0.474 0.101 0.084
H 0.83521 0.38381 1.48166 0.235 -0.849 -1.062
H 0.52451 -1.24549 0.84209 -2.200 -2.929 1.145
H 0.94043 -0.93368 -1.19818 -0.055 -4.323 -2.958
H 1.93871 0.47785 -1.00324 -1.370 -0.279 -0.230
H -0.08558 1.59854 -0.58531 -0.628 0.071 -0.435
H -0.48863 0.68451 -1.99613 -0.090 0.255 0.784



Record 9
14
Properties=species:S:1:pos:R:3:forces:R:3 method="wB97M-V/def2-TZVPD" e_tot_ev=-7254.5745 charge=0 smiles="C=NN1C[C@@H]1C" fmax_ha_per_bohr=0.061 e_homo_ev=-9.20
C -2.31563 -0.12000 -0.05086 -0.940 0.067 -0.739
N -1.23396 -0.77488 0.14505 -1.495 1.440 -0.407
N -0.18856 -0.10345 -0.47228 0.532 -0.535 -0.149
C 0.14642 1.20104 0.07961 -1.373 0.758 0.951
C 0.96121 0.03889 0.33315 1.368 -1.275 2.493
C 2.33352 -0.40677 -0.10530 0.077 -0.267 -1.503
H -3.21060 -0.54378 0.41642 0.157 0.262 -0.306
H -2.43908 0.81170 -0.76947 0.520 -1.809 1.693
H 0.50470 1.82672 -0.67136 -0.060 1.789 -0.839
H -0.48787 1.51541 0.99938 1.158 -0.002 -2.033
H 0.76903 -0.09501 1.42131 0.420 -1.101 -0.675
H 2.58168 -0.17480 -1.20698 -0.509 -0.219 1.691
H 3.08346 0.04291 0.53770 0.196 0.103 -0.024
H 2.40318 -1.51378 0.02397 -0.052 0.789 -0.153



Record 10
14
Properties=species:S:1:pos:R:3:forces:R:3 method="wB97M-V/def2-TZVPD" e_tot_ev=-7255.1082 charge=0 fmax_ha_per_bohr=0.007 e_homo_ev=-8.37
C 0.04534 -1.33469 0.96483 0.276 -0.234 0.052
N -0.68005 -0.15857 1.52916 0.029 0.183 0.036
C -1.49556 -0.21806 0.36621 -0.157 0.046 -0.151
C -0.94763 -1.31460 -0.17253 -0.081 -0.040 0.006
C 0.80308 1.54980 -1.35817 -0.035 0.025 0.126
N 1.44163 1.40580 -0.27351 0.030 -0.012 -0.341
H 0.02164 -2.20123 1.63093 -0.022 0.060 -0.059
H 1.08136 -1.09887 0.70678 -0.078 -0.021 -0.036
H -0.09427 0.67347 1.58907 -0.085 -0.065 -0.010
H -2.31953 0.44885 0.13358 0.073 -0.068 0.014
H -1.18972 -1.98995 -0.98094 -0.001 0.101 0.102
H -0.19670 1.98738 -1.33009 0.107 -0.038 0.026
H 1.17608 1.26980 -2.35092 0.013 -0.013 0.181
H 2.35433 0.98087 -0.45439 -0.068 0.076 0.054



Record 11
14
Properties=species:S:1:pos:R:3:forces:R:3 method="wB97M-V/def2-TZVPD" e_tot_ev=-7256.1180 charge=0 fmax_ha_per_bohr=0.024 e_homo_ev=-10.59
C 2.00767 0.11868 0.32966 0.061 -0.033 0.010
C 0.67331 0.85037 0.39360 0.070 0.110 0.031
N -0.39072 0.00156 -0.11393 -0.265 0.132 -0.293
C -1.07428 0.38180 -1.10697 0.134 -0.083 0.194
C -3.19917 -2.03656 1.60286 0.989 0.280 -0.384
N -2.16700 -1.67617 1.17969 -1.055 -0.428 0.459
H 2.28370 -0.09204 -0.70806 -0.020 0.036 0.130
H 1.95141 -0.83353 0.86587 -0.006 0.136 -0.065
H 2.79600 0.72504 0.78523 -0.097 -0.078 -0.081
H 0.42629 1.07726 1.43702 0.047 -0.012 -0.122
H 0.71808 1.80292 -0.15628 0.009 -0.126 0.055
H -1.32773 -1.23524 0.77446 -0.015 0.075 -0.028
H -1.88560 -0.25540 -1.46243 0.099 0.094 0.030
H -0.90445 1.33434 -1.62315 0.047 -0.104 0.063



Record 12
14
Properties=species:S:1:pos:R:3:forces:R:3 method="wB97M-V/def2-TZVPD" e_tot_ev=-7257.4883 charge=0 smiles=CC[C@@H](N)C#N fmax_ha_per_bohr=0.023 e_homo_ev=-9.74
C 0.87560 1.29638 -0.95010 0.056 0.007 -0.052
C -0.35114 0.75109 -0.22035 -0.056 0.058 -0.077
C -0.10025 -0.50099 0.64846 0.131 0.209 -0.014
N -1.32996 -1.05632 1.15261 -0.344 0.314 -0.105
C 0.70537 -1.48429 -0.12513 0.474 -0.526 -0.620
N 1.30580 -2.19582 -0.81338 -0.614 0.619 0.775
H 1.36979 0.51783 -1.54007 -0.087 0.118 0.058
H 1.62013 1.71770 -0.26381 -0.149 -0.121 -0.029
H 0.57934 2.09442 -1.63761 0.035 -0.091 0.116
H -0.75748 1.51229 0.45639 -0.027 -0.163 -0.135
H -1.14381 0.50180 -0.93263 0.091 0.024 0.005
H 0.51276 -0.15698 1.48610 0.011 -0.285 0.056
H -1.84406 -1.68148 0.55359 0.181 0.008 0.085
H -1.44276 -1.22314 2.13523 0.298 -0.170 -0.065



Record 13
14
Properties=species:S:1:pos:R:3:forces:R:3 method="wB97M-V/def2-TZVPD" e_tot_ev=-7254.1316 charge=0 fmax_ha_per_bohr=0.020 e_homo_ev="-8.25 / -7.02"
C -0.30595 1.34980 0.49264 0.132 -0.041 0.027
N -0.42908 0.10888 -0.24242 -0.634 0.358 0.341
C -1.44605 -0.83920 0.19722 0.048 -0.013 0.053
C 0.61660 -0.28486 -0.94619 0.779 -0.384 -0.343
C 2.04781 -0.21394 -0.40361 -0.921 -0.471 -0.196
N 2.48242 0.40814 0.56557 0.121 0.011 -0.238
H -1.19704 1.50748 1.10357 0.214 -0.022 0.007
H -0.19684 2.17690 -0.21232 -0.007 -0.047 0.125
H 0.62581 1.30587 1.09752 -0.270 0.061 -0.027
H -1.24984 -1.08645 1.24970 -0.133 -0.031 -0.124
H -1.36582 -1.75750 -0.38781 -0.070 0.176 0.026
H -2.45115 -0.42213 0.10747 0.094 -0.010 -0.015
H 0.44106 -1.14886 -1.58870 0.079 0.035 0.228
H 2.49179 -1.10612 -0.89280 0.569 0.378 0.136



Record 14
14
Properties=species:S:1:pos:R:3:forces:R:3 method="wB97M-V/def2-TZVPD" e_tot_ev=-7256.7710 charge=0 smiles=CC(C)(N)C#N fmax_ha_per_bohr=0.045 e_homo_ev=-9.46
C 0.30373 -0.65756 -1.31610 -0.197 0.448 0.042
C -0.02465 0.09601 0.01437 -0.449 1.004 0.023
C -0.32900 -0.99549 1.09081 -0.167 0.464 -0.025
N -1.03022 1.33708 -0.07012 -1.062 -1.257 -0.451
C 1.05436 0.96716 0.40700 2.234 -0.037 0.591
N 1.85689 1.73929 0.71299 -0.234 -0.394 -0.110
H 0.48254 0.04578 -2.12798 -0.116 0.025 -0.057
H -0.48643 -1.36254 -1.60672 -0.021 0.431 0.195
H 1.22541 -1.26430 -1.22759 -0.403 0.465 0.373
H -1.12779 -1.67773 0.77153 0.051 0.454 -0.043
H -0.59592 -0.54030 2.04335 -0.127 0.017 -0.007
H 0.54927 -1.63883 1.29040 -0.186 0.582 -0.377
H -1.10384 1.90500 0.79090 0.399 -1.143 -0.294
H -0.77436 2.04644 -0.77283 0.278 -1.057 0.140



Record 15
14
Properties=species:S:1:pos:R:3:forces:R:3 method="wB97M-V/def2-TZVPD" e_tot_ev=-7251.3324 charge=0 fmax_ha_per_bohr=0.026 e_homo_ev="-7.94 / -7.94"
C -1.92769 -0.61087 -0.00347 0.485 -0.067 0.389
C 1.39858 -0.83601 -0.25131 -0.202 -0.650 -0.715
C 0.31882 0.76915 -0.17361 -0.721 0.914 0.641
C 0.82709 1.72212 0.62564 0.103 -0.419 -0.417
N -0.03733 0.09413 -1.37469 1.114 -0.299 0.602
N -1.02412 0.42985 -0.47129 -0.721 0.362 -0.665
H -1.36912 -1.51877 0.24825 -0.096 -0.035 0.073
H -2.63915 -0.83188 -0.80090 0.160 0.052 0.001
H -2.48104 -0.25445 0.86517 0.092 0.000 -0.024
H 2.35288 -0.32008 -0.30253 -0.163 0.164 0.027
H 1.35454 -1.61847 -0.99928 0.111 -0.056 0.018
H 1.18504 -1.24178 0.73311 -0.137 0.220 0.019
H 1.88830 1.92249 0.65875 -0.033 0.012 -0.022
H 0.15321 2.29456 1.24616 0.009 -0.198 0.072



Record 16
14
Properties=species:S:1:pos:R:3:forces:R:3 method="wB97M-V/def2-TZVPD" e_tot_ev=-7253.6253 charge=0 fmax_ha_per_bohr=0.041 e_homo_ev="-8.77 / -8.35"
C -1.52328 -0.94996 0.95364 -0.065 -0.039 -0.032
C -0.20273 -1.08110 0.20614 0.087 -0.695 -0.001
N 0.57727 0.11298 0.30654 0.602 -0.672 0.481
C 0.90148 1.83969 -1.15692 0.496 1.706 -1.126
C 1.39272 0.60008 -0.74122 -0.787 -0.256 0.714
N 2.34449 0.34664 -1.50963 -0.809 -0.079 0.568
H -2.12701 -0.13609 0.54164 0.097 -0.074 0.037
H -1.36890 -0.74967 2.02233 0.040 -0.054 -0.216
H -2.09009 -1.88081 0.86479 0.024 0.095 0.062
H 0.36986 -1.92237 0.59559 -0.179 -0.460 -0.038
H -0.37386 -1.26148 -0.86320 -0.047 -0.059 0.223
H 0.76972 0.45217 1.24052 0.139 0.023 -0.258
H 1.27730 2.69828 -0.64077 0.225 0.633 -0.196
H 0.05303 1.93163 -1.81945 0.176 -0.070 -0.217



Record 17
14
Properties=species:S:1:pos:R:3:forces:R:3 method="wB97M-V/def2-TZVPD" e_tot_ev=-7252.9787 charge=0 fmax_ha_per_bohr=0.059 e_homo_ev="-8.53 / -8.61"
C -2.59547 0.32284 0.48203 -1.562 0.503 -2.533
C -1.57795 -0.19471 -0.31508 -0.456 1.081 1.716
C 0.63162 -1.17941 -0.36122 0.689 -1.224 0.848
C 2.02883 0.85067 0.17308 0.438 1.548 -0.266
N -0.54220 -0.73828 0.32701 0.378 -0.367 1.469
N 1.00537 0.15658 -0.52330 -0.177 1.617 -1.279
H -3.43856 0.89070 -0.03347 1.221 -0.878 0.512
H -2.84192 0.14501 1.51813 0.908 -0.185 0.156
H -1.48975 0.00920 -1.37263 -0.379 -0.014 -0.310
H 1.29313 -1.79865 0.38699 -1.146 0.721 -1.644
H 0.38908 -1.63834 -1.33957 0.574 -0.267 0.414
H 2.57400 0.28048 0.84881 0.775 -1.526 1.761
H 2.87619 1.11626 -0.55866 -1.543 0.189 0.531
H 1.68762 1.77764 0.76789 0.278 -1.198 -1.376